# 1
DFT (the ωB97M-V functional and the def2-TZVPD basis) results for 2 unconnected molecules or ions with the total composition C3H6N3O2 at a distorted geometry.

Summary:
HOMO level (spin up / spin down): -14.8 / -14.8 eV
energy relative to the best compared isomer or geometry (same formula, charge and spin): 161.1 kcal/mol
total charge: +1
LUMO level (spin up / spin down): -7.1 / -7.1 eV

Atoms and positions in Å:
C1 -0.036 1.456 -0.146
C2 1.320 1.954 0.217
C3 -1.408 -2.115 0.336
N1 -3.496 0.793 -0.365
N2 -2.514 0.613 0.084
N3 -1.638 0.125 0.835
O1 -0.856 1.824 -0.914
O2 -0.399 0.498 0.787
H1 2.067 2.160 -0.613
H2 1.566 1.107 0.947
H3 1.235 2.882 0.758
H4 -0.784 -1.850 -0.463
H5 -1.304 -2.357 1.414
H6 -2.489 -2.271 0.009

# 2
DFT (the ωB97M-V functional and the def2-TZVPD basis) results for a single C3H6N3O2P molecule at a distorted geometry.

Summary:
HOMO level: -9.3 eV
SMILES: N[P@]1(O)=NC(=O)N=CC1
energy relative to the best compared isomer or geometry (same formula, charge and spin): 3.7 kcal/mol
LUMO level: 0.2 eV

Atoms and positions in Å:
N1 -1.321 1.560 -0.915
P1 -0.416 0.707 0.213
O1 -1.274 1.069 1.529
N2 1.104 1.138 0.316
C1 2.019 0.259 -0.179
O2 2.889 0.525 -0.942
N3 1.863 -1.004 0.363
C2 0.798 -1.625 0.398
C3 -0.416 -1.095 -0.198
H1 -1.043 2.029 -1.667
H2 -2.252 1.229 -0.910
H3 -1.160 0.680 2.376
H4 0.780 -2.614 0.896
H5 -0.193 -1.108 -1.294
H6 -1.377 -1.751 0.013

# 3
DFT (the ωB97M-V functional and the def2-TZVPD basis) results for a gas-phase ion, C3H6N3S (charge +1) at a distorted geometry.

Summary:
HOMO level (spin up / spin down): -13.6 / -13.6 eV
SMILES: N=[N+]=S1#CNCC1
energy relative to the best compared isomer or geometry (same formula, charge and spin): 110.5 kcal/mol
total charge: +1
LUMO level (spin up / spin down): -5.6 / -5.6 eV

Atoms and positions in Å:
N1 -2.903 0.353 1.504
N2 -2.350 0.233 0.506
S1 -0.687 -0.958 0.445
C1 0.830 -0.590 1.369
N3 1.511 0.145 0.606
C2 1.248 0.373 -0.787
C3 -0.021 -0.431 -1.229
H1 -2.763 0.065 2.395
H2 2.490 0.430 0.990
H3 2.057 0.039 -1.398
H4 1.156 1.522 -1.029
H5 -0.758 0.154 -1.652
H6 0.190 -1.336 -1.720

# 4
DFT (the ωB97M-V functional and the def2-TZVPD basis) results for a molecular structure, C3H6N4 at a distorted geometry.

Summary:
HOMO level: -8.6 eV
energy relative to the best compared isomer or geometry (same formula, charge and spin): 120.8 kcal/mol
LUMO level: 0.7 eV

Atoms and positions in Å:
C1 0.290 0.890 1.325
C2 0.798 -0.570 -1.457
C3 -1.354 -0.809 0.078
H1 -0.104 0.213 2.429
H2 1.525 0.703 1.267
H3 0.169 2.073 1.457
H4 -0.122 1.299 -1.590
H5 1.860 -0.436 -1.862
H6 -2.370 -0.769 0.470
N1 -0.540 0.447 0.128
N2 0.125 0.496 -0.994
N3 0.468 -1.696 -0.918
N4 -0.744 -1.842 -0.332

# 5
DFT (the ωB97M-V functional and the def2-TZVPD basis) results for a molecular structure, C3H6N4 at a distorted geometry.

Summary:
HOMO level: -9.7 eV
energy relative to the best compared isomer or geometry (same formula, charge and spin): 108.9 kcal/mol
LUMO level: 0.7 eV

Atoms and positions in Å:
C1 1.607 0.589 -0.411
C2 0.351 0.491 0.358
C3 -1.414 0.810 1.448
H1 2.605 1.177 0.061
H2 1.934 -0.292 -0.199
H3 1.584 0.480 -1.451
H4 -2.365 1.088 1.979
H5 -0.121 -2.347 -0.767
H6 -1.456 -1.505 -1.562
N1 -0.074 1.105 1.357
N2 -1.786 -0.024 0.505
N3 -0.625 -0.221 -0.170
N4 -0.240 -1.351 -1.148

# 6
DFT (the ωB97M-V functional and the def2-TZVPD basis) results for a single C3H6N4 molecule at a distorted geometry.

Summary:
HOMO level: -8.2 eV
SMILES: Cc1nc(N)n[nH]1
energy relative to the best compared isomer or geometry (same formula, charge and spin): 12.3 kcal/mol
LUMO level: 1.0 eV

Atoms and positions in Å:
C1 -0.821 0.025 1.691
C2 -0.070 0.106 0.391
N1 -0.521 0.183 -0.835
C3 0.591 -0.125 -1.597
N2 0.614 -0.461 -2.907
N3 1.677 -0.380 -0.858
N4 1.241 -0.207 0.391
H1 0.021 -0.135 2.409
H2 -1.254 0.929 2.021
H3 -1.555 -0.697 1.680
H4 -0.219 -0.399 -3.336
H5 1.418 -0.256 -3.514
H6 1.780 -0.358 1.164

# 7
DFT (the ωB97M-V functional and the def2-TZVPD basis) results for a single C3H6N4 molecule at a distorted geometry.

Summary:
HOMO level: -8.9 eV
SMILES: [H]/N=C1/C/C(=N\[H])NN1
energy relative to the best compared isomer or geometry (same formula, charge and spin): 45.1 kcal/mol
LUMO level: 0.8 eV

Atoms and positions in Å:
H1 1.154 0.171 2.658
N1 1.424 0.560 1.817
C1 0.598 0.140 0.947
C2 0.679 0.576 -0.457
C3 -0.556 -0.054 -1.181
N2 -0.807 -0.300 -2.400
H2 -0.137 0.234 -2.915
N3 -1.292 -0.707 -0.084
N4 -0.623 -0.557 1.109
H3 0.594 1.698 -0.389
H4 1.683 0.284 -0.749
H5 -1.478 -1.765 -0.265
H6 -1.239 -0.280 1.909

# 8
DFT (the ωB97M-V functional and the def2-TZVPD basis) results for a single C3H6N4 molecule at a distorted geometry.

Summary:
HOMO level: -8.0 eV
SMILES: C1=NNC=NNC1
energy relative to the best compared isomer or geometry (same formula, charge and spin): 123.5 kcal/mol
LUMO level: 0.7 eV

Atoms and positions in Å:
C1 0.418 1.279 -0.829
N1 0.311 1.568 0.467
N2 -0.261 0.833 1.448
C2 -0.495 -0.495 1.456
N3 -0.703 -1.487 0.765
N4 -0.566 -1.062 -0.538
C3 0.306 -0.187 -1.287
H1 0.901 2.192 -1.188
H2 0.126 1.291 2.251
H3 -0.419 -1.045 2.479
H4 -1.010 -1.676 -1.309
H5 0.086 -0.381 -2.432
H6 1.305 -0.830 -1.283

# 9
DFT (the ωB97M-V functional and the def2-TZVPD basis) results for a single C3H6N4 molecule at a distorted geometry.

Summary:
HOMO level: -8.4 eV
SMILES: CNc1c[nH]nn1
energy relative to the best compared isomer or geometry (same formula, charge and spin): 42.2 kcal/mol
LUMO level: 0.9 eV

Atoms and positions in Å:
C1 0.767 -0.029 2.009
N1 0.410 -0.819 0.856
C2 -0.027 -0.153 -0.316
C3 -0.439 -0.581 -1.544
N2 -0.706 0.541 -2.203
N3 -0.528 1.640 -1.465
N4 -0.043 1.212 -0.320
H1 -0.131 0.493 2.547
H2 1.254 -0.661 2.798
H3 1.494 0.715 1.669
H4 -0.349 -1.522 1.192
H5 -0.484 -1.538 -2.121
H6 -1.217 0.701 -3.101

# 10
DFT (the ωB97M-V functional and the def2-TZVPD basis) results for a single C3H6N4 molecule at a distorted geometry.

Summary:
HOMO level: -9.8 eV
SMILES: [H]/N=C\N=C/N/C=N\[H]
energy relative to the best compared isomer or geometry (same formula, charge and spin): 60.1 kcal/mol
LUMO level: 0.1 eV

Atoms and positions in Å:
H1 -1.494 -1.786 0.478
N1 -1.296 -1.655 1.389
C1 -0.060 -1.474 1.536
N2 0.931 -1.293 0.572
C2 0.679 -0.388 -0.329
N3 -0.321 0.435 -0.407
C3 -0.334 1.733 -0.981
N4 0.558 2.493 -1.657
H2 1.413 2.081 -1.980
H3 0.376 -1.201 2.428
H4 1.389 -0.442 -1.149
H5 -1.189 0.228 0.186
H6 -1.316 2.039 -0.593

# 11
DFT (the ωB97M-V functional and the def2-TZVPD basis) results for a single C3H6N4O molecule at a distorted geometry.

Summary:
HOMO level: -8.3 eV
SMILES: [H]/N=c1/cc(O)[nH]n1N
energy relative to the best compared isomer or geometry (same formula, charge and spin): 104.1 kcal/mol
LUMO level: 0.1 eV

Atoms and positions in Å:
H1 -2.713 -0.781 -0.119
N1 -1.928 -1.506 -0.070
C1 -0.825 -0.842 0.042
C2 0.560 -1.305 0.105
C3 1.284 -0.227 -0.014
O1 2.616 -0.010 0.124
N2 0.644 0.952 -0.175
N3 -0.809 0.521 -0.231
N4 -1.633 1.550 0.255
H2 1.018 -2.271 0.094
H3 2.843 1.144 0.041
H4 0.717 1.505 -1.087
H5 -1.267 1.773 1.201
H6 -1.563 2.344 -0.380

# 12
DFT (the ωB97M-V functional and the def2-TZVPD basis) results for a single C3H6N4O molecule at a distorted geometry.

Summary:
HOMO level: -8.8 eV
SMILES: [H]/N=c1/c(=O)[nH][nH]n1C
energy relative to the best compared isomer or geometry (same formula, charge and spin): 91.3 kcal/mol
LUMO level: 0.6 eV

Atoms and positions in Å:
H1 -2.517 0.410 -0.343
N1 -2.155 -0.420 0.059
C1 -0.904 -0.472 0.310
C2 -0.144 -1.585 1.057
O1 -0.715 -2.568 1.545
N2 1.137 -1.262 0.974
N3 1.403 0.104 0.188
N4 0.100 0.442 -0.134
C3 0.007 1.428 -1.244
H2 1.995 -1.947 1.078
H3 1.679 0.825 0.916
H4 0.683 2.273 -0.773
H5 0.440 1.159 -2.129
H6 -1.010 1.613 -1.505

# 13
DFT (the ωB97M-V functional and the def2-TZVPD basis) results for a single C3H6N4O molecule at a distorted geometry.

Summary:
HOMO level: -9.7 eV
SMILES: [H]/N=C/N(C=O)/C(N)=N/[H]
energy relative to the best compared isomer or geometry (same formula, charge and spin): 73.3 kcal/mol
LUMO level: 0.6 eV

Atoms and positions in Å:
H1 1.400 -2.862 1.106
N1 0.543 -2.493 0.555
C1 0.610 -1.193 0.721
N2 -0.276 -0.273 0.246
C2 -1.453 -0.821 -0.208
O1 -2.427 -0.188 -0.598
C3 0.377 0.928 -0.115
N3 -0.533 1.738 -0.798
N4 1.658 1.047 0.094
H2 1.929 2.063 -0.170
H3 1.421 -0.342 1.277
H4 -1.622 -1.899 -0.322
H5 -1.620 1.651 -0.454
H6 -0.006 2.646 -1.335

# 14
DFT (the ωB97M-V functional and the def2-TZVPD basis) results for a molecular structure, C3H6N4O at a distorted geometry.

Summary:
HOMO level: -7.7 eV
energy relative to the best compared isomer or geometry (same formula, charge and spin): 148.2 kcal/mol
LUMO level: 0.4 eV

Atoms and positions in Å:
C1 0.793 0.489 0.123
C2 0.161 -0.622 -1.418
C3 -0.598 -1.234 -0.363
H1 1.527 1.786 1.626
H2 1.505 2.414 0.122
H3 -1.014 -1.552 -2.931
H4 -1.157 -2.297 -0.442
H5 -0.867 1.238 1.507
H6 -1.212 -0.741 2.529
N1 0.996 1.823 0.792
N2 0.990 0.337 -1.167
N3 -0.147 -0.484 0.670
N4 -1.161 0.130 1.561
O1 0.185 -1.288 -2.607

# 15
DFT (the ωB97M-V functional and the def2-TZVPD basis) results for a molecular structure, C3H6N4O at a distorted geometry.

Summary:
HOMO level: -8.8 eV
energy relative to the best compared isomer or geometry (same formula, charge and spin): 109.0 kcal/mol
LUMO level: 1.0 eV

Atoms and positions in Å:
C1 -3.196 -0.258 -0.746
C2 -1.372 -0.358 0.109
C3 1.173 -0.113 -0.606
N1 -1.978 -0.378 -1.070
N2 -2.125 -0.142 1.151
N3 0.651 -0.171 1.651
N4 0.274 -0.680 0.365
O1 -3.365 -0.099 0.556
H1 -3.893 -0.293 -1.541
H2 0.935 0.822 -1.240
H3 2.101 -0.078 -0.086
H4 1.253 -0.896 -1.317
H5 0.347 -0.650 2.470
H6 0.717 0.771 1.668

# 16
DFT (the ωB97M-V functional and the def2-TZVPD basis) results for a molecular structure, C3H6N4O at a distorted geometry.

Summary:
HOMO level: -10.3 eV
energy relative to the best compared isomer or geometry (same formula, charge and spin): 133.7 kcal/mol
LUMO level: 0.5 eV

Atoms and positions in Å:
C1 -1.084 0.890 -2.510
C2 0.121 0.088 0.612
C3 0.306 0.085 2.129
H1 -1.329 -0.203 -3.190
H2 -2.261 0.970 -1.731
H3 -0.791 1.913 -3.070
H4 -0.560 0.330 2.652
H5 1.324 0.300 2.548
H6 0.421 -2.085 1.627
N1 -0.197 0.627 -1.297
N2 0.674 -0.415 -1.335
N3 0.954 -0.730 -0.142
N4 -0.467 1.039 -0.033
O1 0.049 -1.406 2.427

# 17
DFT (the ωB97M-V functional and the def2-TZVPD basis) results for a single C3H6N4O molecule at a distorted geometry.

Summary:
HOMO level (spin up / spin down): -7.9 / -6.9 eV
energy relative to the best compared isomer or geometry (same formula, charge and spin): 127.0 kcal/mol
LUMO level (spin up / spin down): 0.2 / 0.0 eV

Atoms and positions in Å:
C1 0.126 1.165 0.301
N1 -0.819 0.252 -0.334
N2 1.013 -1.829 1.261
C2 1.249 0.241 0.756
N3 -1.673 0.764 -1.330
C3 -0.267 -0.975 -0.390
N4 0.973 -1.030 0.120
O1 2.314 0.586 1.208
H1 1.989 -1.890 1.558
H2 -2.629 0.748 -0.982
H3 -1.611 0.213 -2.182
H4 -0.337 1.694 1.135
H5 0.499 1.901 -0.417
H6 -0.827 -1.840 -0.705

# 18
DFT (the ωB97M-V functional and the def2-TZVPD basis) results for a single C3H6N4OS molecule at a distorted geometry.

Summary:
HOMO level (spin up / spin down): -8.1 / -8.2 eV
energy relative to the best compared isomer or geometry (same formula, charge and spin): 103.8 kcal/mol
LUMO level (spin up / spin down): -1.6 / -1.3 eV

Atoms and positions in Å:
C1 1.034 0.867 0.023
C2 -0.126 1.415 -0.730
C3 -1.089 -1.184 -0.439
N1 -1.427 1.124 -0.354
N2 1.119 -0.503 0.182
N3 -1.750 -0.096 -0.156
N4 1.621 -1.055 1.218
O1 1.724 1.712 0.594
S1 -3.365 -0.489 0.300
H1 -0.007 2.577 -0.733
H2 0.138 1.178 -1.740
H3 -0.411 -1.039 -1.388
H4 -1.449 -2.026 0.124
H5 2.099 -0.471 1.948
H6 1.891 -2.009 1.152

# 19
DFT (the ωB97M-V functional and the def2-TZVPD basis) results for a molecular structure, C3H6N4S at a distorted geometry.

Summary:
HOMO level (spin up / spin down): -8.2 / -8.2 eV
energy relative to the best compared isomer or geometry (same formula, charge and spin): 108.3 kcal/mol
LUMO level (spin up / spin down): 0.0 / 0.0 eV

Atoms and positions in Å:
C1 -0.208 1.898 1.083
C2 1.572 0.022 -0.261
C3 -0.994 -1.511 -0.568
N1 -1.463 1.618 0.870
N2 -1.773 0.548 0.211
N3 0.383 0.275 0.445
N4 -0.750 -0.193 0.011
S1 0.704 2.972 1.815
H1 1.860 -1.109 -0.212
H2 1.484 0.293 -1.297
H3 2.226 0.694 0.034
H4 -1.821 -1.494 -1.173
H5 -0.062 -1.781 -1.211
H6 -1.158 -2.230 0.253